Record 1
Entry from OMol25: a 19-piece molecular cluster, C38H114O38 overall (the ωB97M-V functional and the def2-TZVPD basis).

Geometry (Å):
1 H -0.44 4.64 -3.35
2 C 0.78 3.84 -6.14
3 H -3.84 3.66 2.24
4 H -5.84 -1.27 1.50
5 C -4.93 -1.73 1.27
6 C -1.30 -0.07 0.80
7 H 1.05 6.64 1.89
8 H -3.65 -1.03 2.68
9 H 0.90 4.42 -7.10
10 C -2.26 -2.91 -2.80
11 O -0.04 0.15 -1.32
12 H -2.83 -3.69 -3.28
13 C 0.04 4.71 -5.19
14 C -3.04 1.33 -2.74
15 H 5.51 -3.89 -0.33
16 O -1.44 -9.35 -2.29
17 O -4.34 3.84 6.62
18 H 0.55 -1.84 -6.23
19 H 7.61 0.31 -0.55
20 H 3.82 -0.66 -2.77
21 H -2.18 -2.12 -3.54
22 C 3.99 2.46 2.62
23 O 5.81 -0.25 -3.05
24 H -1.09 5.46 1.90
25 H -2.27 2.48 -4.87
26 H 5.24 0.66 -0.41
27 H 5.93 -1.01 -2.46
28 H 0.19 2.90 -6.26
29 H 3.73 0.57 1.62
30 H 4.51 0.82 -1.94
31 H 5.15 -5.20 -2.54
32 O 2.93 1.72 -3.56
33 H 3.11 -2.09 -0.39
34 H 1.44 4.28 6.29
35 C -3.09 -5.95 0.55
36 O 1.88 1.39 1.79
37 H 3.47 -1.96 2.42
38 H -1.86 7.05 0.38
39 H 3.77 0.51 -4.95
40 H 0.67 -0.74 0.43
41 H 0.67 0.76 -1.21
42 H -1.45 -5.64 2.06
43 H -0.02 -3.69 -4.38
44 C -0.38 -8.58 -1.69
45 C -5.17 1.84 5.52
46 C -3.96 2.71 5.87
47 C 0.57 2.82 5.02
48 H -1.60 -0.90 1.53
49 H 5.02 2.14 2.43
50 H 1.85 -3.29 -1.19
51 H 1.03 0.25 5.15
52 O -0.33 -4.28 -3.65
53 C -0.30 3.20 -1.01
54 O 0.75 -0.69 5.15
55 H -1.10 0.86 -6.00
56 C 3.23 -4.24 -2.39
57 C 4.10 1.03 -4.02
58 C -5.37 2.74 1.22
59 C 3.20 1.16 2.36
60 O 1.90 2.25 -0.91
61 H -3.14 2.22 6.36
62 H -0.10 0.63 -3.90
63 H 5.22 -3.54 -2.44
64 H 0.17 2.72 4.01
65 H -0.38 -1.36 6.78
66 H 1.40 4.15 -0.13
67 O 0.23 6.81 -0.01
68 C -0.79 6.49 2.09
69 H -2.59 -5.76 -1.33
70 O -0.89 1.08 1.57
71 O -0.38 4.04 -4.10
72 H -4.29 3.64 7.56
73 H -4.06 -1.36 -0.45
74 O 0.51 6.51 2.63
75 H -6.10 3.53 1.13
76 H -0.71 8.27 0.96
77 H 3.81 3.25 1.92
78 H 1.00 -7.00 -2.30
79 H 2.38 2.12 -1.75
80 H -2.22 3.08 -2.20
81 H -2.99 -3.22 -0.99
82 H -0.64 2.69 -0.10
83 H -1.04 -0.82 -4.37
84 H -3.25 -6.98 0.79
85 O -3.08 2.73 -2.48
86 H 1.58 4.05 -1.88
87 O -0.91 -6.61 -2.80
88 H -3.63 3.11 4.91
89 H -0.75 -8.04 -0.83
90 H 2.64 4.08 -5.73
91 C -4.16 -1.96 2.54
92 H 2.07 1.54 0.85
93 H -2.18 -3.61 1.21
94 H 1.57 5.47 3.79
95 O 5.81 0.95 0.32
96 H -0.72 -1.61 -0.48
97 O -6.19 2.72 4.92
98 O -2.78 -2.48 -1.57
99 O 1.96 4.73 4.35
100 H -0.84 -4.11 -1.69
101 H 6.51 -0.96 1.98
102 H 0.05 6.02 -0.53
103 H -0.59 0.36 6.28
104 O -5.51 1.85 0.05
105 H 0.28 -3.75 0.59
106 H -3.73 0.06 -4.32
107 O -3.42 -5.73 -0.77
108 H -2.19 0.29 0.23
109 H -4.78 -2.23 3.36
110 H 3.85 -3.41 1.34
111 O 2.59 -3.03 -1.86
112 C 7.11 0.29 0.44
113 H -0.73 -5.85 -3.40
114 H -5.02 1.05 4.82
115 O -0.27 0.37 -5.94
116 H -1.53 6.94 2.82
117 O 1.99 3.38 -5.71
118 H 0.62 5.57 -4.97
119 H -0.92 -5.98 0.40
120 H 8.01 -1.45 1.09
121 H -0.08 -2.65 -2.51
122 H -3.67 0.85 -1.98
123 O -3.17 -2.98 2.46
124 C 0.14 -7.55 -2.62
125 C -0.87 7.21 0.80
126 O -1.53 -4.02 0.62
127 H 1.09 -2.28 2.13
128 H -5.52 1.38 6.45
129 C 6.97 -1.08 0.97
130 H -4.40 1.73 -4.35
131 H -2.08 0.89 -2.56
132 O 1.55 1.82 5.38
133 C 3.18 -2.54 1.53
134 H -5.69 2.25 2.19
135 H -2.56 -2.72 3.20
136 C 1.75 -3.10 1.69
137 H -5.13 -2.69 0.74
138 O -2.56 1.55 -5.05
139 H 2.36 1.99 4.83
140 H 0.52 -8.12 -3.42
141 H 0.00 0.99 1.90
142 H -3.31 2.27 1.43
143 H -5.88 3.56 5.27
144 C -0.53 -0.68 5.94
145 C -0.17 -0.17 -4.58
146 C -1.72 -0.96 5.03
147 H 7.68 0.78 1.25
148 H 4.92 1.70 -4.21
149 H 1.30 -1.44 -3.53
150 H -0.84 5.20 -5.74
151 H -1.97 -8.67 -2.71
152 H 3.10 -4.33 -3.48
153 H 0.16 4.87 5.21
154 H 5.34 -1.95 0.06
155 H -3.83 -5.43 1.04
156 H 2.98 0.61 3.31
157 O -1.10 4.36 -1.19
158 H 1.85 -3.97 2.47
159 H -0.42 2.44 -1.83
160 H -2.60 -1.26 5.62
161 H 2.71 -5.15 -1.95
162 C 1.18 3.54 -0.99
163 H 1.92 -0.57 -4.89
164 O -4.22 -0.95 0.41
165 O 0.64 -2.26 -5.35
166 C -0.27 -0.66 -0.11
167 O -1.41 -2.06 4.20
168 C 4.67 -4.36 -2.04
169 H -3.96 3.47 -0.61
170 C 1.05 4.26 5.25
171 O 3.22 -1.64 0.46
172 H -0.44 -1.87 3.92
173 C 4.50 0.19 -2.85
174 C -3.91 3.13 1.32
175 H -4.96 1.09 0.27
176 H -1.95 -0.10 4.42
177 H 0.43 -9.27 -1.44
178 C -3.52 1.12 -4.15
179 C 1.03 -1.09 -4.55
180 O 6.34 -2.00 0.09
181 H 3.33 3.71 3.97
182 H -0.29 2.64 5.68
183 C -1.70 -5.46 0.95
184 O 1.23 -3.59 0.40
185 C -0.77 -3.50 -2.57
186 O -3.62 3.95 0.17
187 O 3.90 2.91 3.96
188 H 2.53 2.33 -4.26
189 H -1.90 4.36 -0.65
190 O 4.86 -4.53 -0.65

## Properties
- Energy relative to the best compared isomer or geometry (same formula, charge and spin): 0.816 eV
- Total energy: -119052.0484 eV
- LUMO energy: 0.207 eV
- 2S+1: 1
- Total charge: 0



Record 2
Entry from OMol25: C38H20N10PdSe as an isolated structure (the ωB97M-V functional and the def2-TZVPD basis).

Geometry (Å):
1 C -2.44 -1.60 3.02
2 C -5.19 -2.15 -4.04
3 C 5.50 -0.49 3.18
4 C -3.30 -1.32 -2.89
5 N 3.12 0.21 -1.29
6 N -1.82 3.85 -0.36
7 H 5.82 0.37 -0.12
8 H -6.77 -2.88 -2.83
9 C 2.23 0.84 -6.35
10 Se -1.83 2.25 -1.13
11 C 3.43 0.91 -5.66
12 H -5.59 -2.49 -0.61
13 C -3.88 -1.64 -1.68
14 H 3.71 -0.95 4.23
15 C 0.16 -0.03 -3.24
16 Pd -0.07 -0.46 -0.28
17 H 0.11 0.46 -6.19
18 C 3.99 -0.07 0.96
19 C -0.64 4.95 1.50
20 H -2.07 -2.57 6.72
21 C -1.95 -0.78 -2.61
22 C -0.22 2.65 0.94
23 C 3.38 -0.42 2.16
24 N -3.14 -1.49 0.67
25 C -5.79 -2.45 -2.80
26 C 6.11 -0.15 1.97
27 H -5.75 -2.34 -4.94
28 N -0.58 1.64 0.10
29 N -1.14 -0.40 -3.50
30 H 2.22 1.03 -7.41
31 N -1.77 -0.82 -1.20
32 H 4.35 1.14 -6.19
33 C 1.94 -0.61 1.90
34 C 2.15 0.18 -2.23
35 C -2.15 -2.30 5.66
36 C 5.35 0.10 0.83
37 H -3.45 -1.34 -5.05
38 H 0.42 5.77 3.17
39 C -0.92 3.85 0.68
40 C -3.92 -1.56 -4.11
41 H -4.54 -2.09 3.19
42 C -5.13 -2.23 -1.57
43 H -1.08 5.92 1.24
44 H -0.04 -1.79 5.42
45 C -1.03 -1.88 4.98
46 C 1.06 0.52 -5.67
47 H 6.13 -0.62 4.04
48 N -0.90 -0.98 1.43
49 C 0.25 4.84 2.60
50 H 1.53 3.60 3.78
51 H 7.18 -0.03 1.91
52 H -4.26 -2.57 5.65
53 C -3.57 -2.01 3.67
54 C 4.12 -0.61 3.30
55 C -1.21 -1.50 3.68
56 N 0.77 -0.10 -2.05
57 N 1.05 -0.92 2.87
58 C 2.94 -0.05 -0.04
59 C 3.53 0.73 -4.30
60 N 1.73 -0.39 0.62
61 H 1.11 1.60 2.30
62 C -2.21 -1.33 1.59
63 H 4.49 0.80 -3.80
64 C -2.89 -1.30 -0.59
65 C -0.21 -1.12 2.66
66 C 0.63 2.53 2.05
67 C 2.38 0.42 -3.61
68 C 1.13 0.33 -4.27
69 C 0.86 3.67 2.91
70 C -3.41 -2.30 5.04

## Properties
- Total energy: -123440.7742 eV
- LUMO energy (alpha / beta): -8.862 / -10.231 eV
- 2S+1: 5
- Total charge: +2